(1)
Here is one molecule with the formula C21H21ClN4O3S at a distorted geometry from the Open Molecules 2025 dataset. Energies are from the ωB97M-V functional and the def2-TZVPD basis.

Structure (XYZ):
```
51
Properties=species:S:1:pos:R:3:lowdin_charge:R:1
O -0.9023 -0.8556 1.6512 0.0943
C -1.4216 -0.9487 0.5631 -0.4236
N -2.7256 -1.1925 0.3594 0.1213
H -3.0852 -1.2026 -0.5811 0.1378
C -3.6929 -1.2655 1.4381 -0.3029
C -4.3195 0.1088 1.7042 -0.1405
C -5.2016 0.5551 0.5420 -0.1986
C -6.2917 -0.4795 0.2788 -0.2039
C -5.6768 -1.8415 -0.0291 -0.2003
C -4.7707 -2.2997 1.1129 -0.1453
H -5.3757 -2.4553 2.0076 0.1198
H -4.2968 -3.2494 0.8584 0.1173
H -6.4668 -2.5799 -0.1793 0.1100
H -5.1102 -1.7815 -0.9619 0.1053
H -6.9182 -0.1583 -0.5557 0.1086
H -6.9283 -0.5632 1.1623 0.1145
H -5.6553 1.5194 0.7782 0.1105
H -4.5931 0.6897 -0.3558 0.1016
H -4.9206 0.0451 2.6129 0.1200
H -3.5231 0.8339 1.8786 0.1125
H -3.1276 -1.5767 2.3232 0.1479
C -0.6401 -0.8046 -0.7633 -0.0949
C -1.1542 0.3620 -1.5372 -0.2450
C -1.6602 1.5624 -1.1288 -0.0107
C -1.9563 2.2872 -2.3079 -0.0423
C -1.6070 1.4760 -3.3417 -0.1094
O -1.1226 0.3096 -2.8872 0.0644
H -1.6564 1.6055 -4.4044 0.1204
H -2.3701 3.2721 -2.3698 0.1028
H -1.7977 1.8872 -0.1182 0.1220
N 0.7923 -0.6875 -0.5152 0.0626
C 1.5015 -1.8385 -0.4517 -0.3865
O 1.0052 -2.9272 -0.6876 0.0804
C 2.9301 -1.7227 -0.0779 -0.2637
C 3.8080 -2.7881 -0.1339 -0.3115
S 5.3239 -2.2635 0.4162 1.0112
N 4.7303 -0.7282 0.6850 -0.3157
N 3.5216 -0.6078 0.3941 -0.0310
H 3.6063 -3.7871 -0.4589 0.0784
C 1.3348 0.6170 -0.3896 -0.2505
C 2.0580 1.1607 -1.4442 -0.0186
C 2.5395 2.4531 -1.3483 -0.0615
C 2.2908 3.2134 -0.2193 -0.1015
C 1.5592 2.6606 0.8196 -0.6577
C 1.0764 1.3658 0.7491 -0.0400
H 0.5172 0.9273 1.5607 0.1093
Cl 1.2346 3.6043 2.2268 0.6811
H 2.6598 4.2238 -0.1426 0.1029
H 3.1077 2.8769 -2.1621 0.1067
H 2.2418 0.5674 -2.3275 0.1259
H -0.7704 -1.7308 -1.3412 0.1665
```

As for the structure (SMILES): O=C(NC1CCCCC1)[C@@H](c1ccco1)N(C(=O)c1csnn1)c1cccc(Cl)c1. The value obtained for the lowest unoccupied orbital energy is 0.007 hartree. Its frontier orbital gap is 8.99 eV.

(2)
Here is one molecule with the formula C21H21N3O6S at a distorted geometry from the Open Molecules 2025 dataset. Energies are from the ωB97M-V functional and the def2-TZVPD basis.

Structure (XYZ):
```
52
Properties=species:S:1:pos:R:3:lowdin_charge:R:1
C 0.0264 2.7277 4.8530 -0.0735
H -0.1278 3.5620 5.5355 0.0949
O 1.1140 2.0037 5.3779 -0.0932
C 1.5213 0.8792 4.7014 -0.1961
C 0.9635 0.3943 3.5401 0.0411
C 1.4717 -0.7682 2.9454 -0.2184
C 2.5451 -1.4293 3.5361 -0.0428
C 3.1080 -0.9454 4.7017 -0.0045
C 2.6087 0.2036 5.2943 -0.2443
O 3.1621 0.6740 6.4359 0.0845
H 2.6814 1.4730 6.6952 0.1090
H 3.9389 -1.4452 5.1725 0.1193
H 2.9414 -2.3257 3.0832 0.1085
C 0.8763 -1.2697 1.7302 -0.0953
N -0.1040 -0.6737 1.1802 0.0785
N -0.6279 -1.1814 0.0488 0.0422
C -1.6644 -0.5703 -0.5930 -0.4369
O -2.1937 0.4426 -0.1996 0.0894
C -2.0568 -1.2792 -1.8942 -0.0909
N -1.2763 -0.8343 -3.0246 -0.2089
S -1.8786 0.4675 -3.8908 0.6847
O -3.2742 0.2189 -4.0888 -0.2736
O -1.0264 0.5998 -5.0374 -0.2822
C -1.6696 1.8986 -2.8388 -0.2774
C -2.7615 2.4156 -2.1726 -0.0680
C -2.5811 3.4904 -1.3188 -0.0625
C -1.3156 4.0247 -1.1396 -0.0711
C -0.2282 3.5008 -1.8208 -0.0667
C -0.4048 2.4289 -2.6797 -0.0621
H 0.4186 2.0108 -3.2374 0.1111
H 0.7555 3.9240 -1.6823 0.1054
H -1.1741 4.8573 -0.4663 0.1041
H -3.4246 3.9027 -0.7875 0.1093
H -3.7291 1.9691 -2.3321 0.1171
C 0.1593 -1.0251 -3.0180 -0.1271
C 0.5077 -2.4764 -3.0526 -0.2527
C 0.6411 -3.3452 -4.0929 -0.0016
C 0.9387 -4.6099 -3.5259 -0.0503
C 0.9617 -4.4216 -2.1818 -0.1115
O 0.6986 -3.1337 -1.8795 -0.0036
H 1.1466 -5.0876 -1.3624 0.1204
H 1.1120 -5.5265 -4.0503 0.1037
H 0.5401 -3.1077 -5.1310 0.1191
H 0.5108 -0.5521 -3.9363 0.1213
H 0.6339 -0.5446 -2.1496 0.1325
H -3.0913 -1.0303 -2.1359 0.1255
H -1.9617 -2.3656 -1.7919 0.1337
H -0.2203 -2.0350 -0.3432 0.1213
H 1.3056 -2.1860 1.3027 0.1281
H 0.1324 0.8774 3.0547 0.1104
H 0.2487 3.1091 3.8524 0.0994
H -0.8780 2.1141 4.8144 0.1009
```

As for the structure (SMILES): COc1cc(/C=N/NC(=O)CN(Cc2ccco2)S(=O)(=O)c2ccccc2)ccc1O. The value obtained for the lowest unoccupied orbital energy is 0.014 hartree. Its frontier orbital gap is 8.42 eV.

These records have energy above the lowest of the compared OMol25 structures with the same formula, charge and spin values of 0.232, 4.089 eV, in the order they appear.
These records have calculated total energy values of -57578.34527, -49706.24697 eV, in the order they appear.